Record 1
This record from OMol25 describes a cluster of 13 separate species, C48H108O25P4 in total in a non-equilibrium geometry. The level of theory is ωB97M-V with the def2-TZVPD basis set.

Calculated values
- HOMO-LUMO gap (alpha / beta) (eV) = 9.53 / 3.38
- highest occupied orbital energy (alpha / beta) (eV) = -11.45 / -11.45
- electronic energy (hartree) = -5139.9075
- F_max (hartree/bohr) = 0.1155
- LUMO energy (alpha / beta) (eV) = -1.921 / -8.066
- spin multiplicity = 2
- net charge = +1
- molecular weight (g mol⁻¹) = 1209.26

XYZ file:
```
185
C48H108O25P4 (ωB97M-V with the def2-TZVPD basis set)
C 6.3210 0.3349 46.9559
O 7.2996 -0.4521 46.2454
P 8.8582 0.0304 46.2644
O 9.0291 1.5068 46.1940
O 9.4421 -0.6809 47.6221
C 9.4244 -2.0876 47.6733
O 9.5332 -0.8277 45.0339
C 8.9103 -0.9179 43.7054
H 6.5721 1.3873 47.0885
H 6.1763 -0.1039 47.9431
H 5.3563 0.3215 46.4487
H 10.3841 -2.5402 47.9224
H 8.9232 -2.5856 46.8433
H 8.7469 -2.4553 48.4439
H 7.9362 -0.4352 43.6263
H 8.7911 -1.9604 43.4103
H 9.6079 -0.4735 42.9955
C 2.8773 -10.4388 37.8780
O 3.6400 -9.2506 38.1607
P 2.8781 -7.8572 38.4478
O 2.0452 -7.8304 39.6829
O 2.0649 -7.6148 37.0652
C 2.6798 -7.4091 35.7675
O 4.1462 -6.8879 38.3467
C 4.0497 -5.5732 38.8110
H 1.8022 -10.3490 38.0333
H 3.1573 -11.2889 38.5001
H 3.0378 -10.6271 36.8165
H 3.6715 -6.9570 35.7771
H 2.0109 -6.8521 35.1114
H 2.7619 -8.4102 35.3443
H 3.0102 -5.2560 38.7283
H 4.6834 -4.9047 38.2282
H 4.3234 -5.4894 39.8628
C 3.0259 -6.7321 42.7446
O 3.9891 -7.5079 43.5355
P 4.9180 -8.5959 42.7621
O 5.8344 -9.4565 43.5916
O 5.7074 -7.6164 41.6892
C 6.5309 -6.5890 42.1092
O 3.9046 -9.4410 41.7339
C 3.2021 -10.5216 42.1424
H 2.5739 -7.2851 41.9212
H 3.4359 -5.8227 42.3052
H 2.2422 -6.4968 43.4646
H 6.2354 -5.7432 41.4885
H 7.5713 -6.7010 41.8042
H 6.5196 -6.3866 43.1802
H 2.1926 -10.1122 42.1796
H 3.5017 -10.8918 43.1228
H 3.1935 -11.3730 41.4618
C 16.2366 -4.6034 44.5749
O 15.1226 -5.0886 43.8928
P 14.4076 -4.0857 42.8511
O 15.2933 -3.4750 41.8249
O 13.1692 -4.9943 42.2124
C 12.1163 -4.3377 41.4765
O 13.6386 -3.0205 43.8643
C 12.8672 -3.4439 44.9968
H 17.2529 -4.7191 44.1984
H 16.1772 -5.0711 45.5577
H 16.1886 -3.5468 44.8383
H 12.1836 -4.5008 40.4009
H 12.1426 -3.2697 41.6928
H 11.1441 -4.6630 41.8468
H 13.4641 -3.3675 45.9056
H 12.6152 -4.5044 44.9870
H 11.9492 -2.8682 45.1147
C 2.3423 -1.7464 42.0053
C 2.8354 -1.2558 40.6586
C 3.8298 -2.2720 40.2829
O 3.2107 -3.4840 40.7383
C 2.3912 -3.2842 41.8943
H 1.3441 -1.3238 42.1197
H 3.0590 -1.5908 42.8117
H 3.2685 -0.2717 40.8376
H 1.9695 -1.2470 39.9966
H 4.8289 -2.1329 40.6960
H 3.9531 -2.2252 39.2009
H 2.8455 -3.8395 42.7148
H 1.3985 -3.6738 41.6686
C 4.9876 -4.0231 44.5570
C 5.1579 -5.0988 45.6165
C 5.5713 -4.3431 46.9143
O 6.0302 -3.0751 46.4639
C 6.0720 -3.0479 45.0196
H 4.0077 -3.5599 44.6729
H 5.1578 -4.3301 43.5251
H 5.9703 -5.7816 45.3679
H 4.2176 -5.6374 45.7338
H 6.3228 -4.9180 47.4553
H 4.6544 -4.1993 47.4860
H 7.0551 -3.3466 44.6557
H 5.9287 -2.0395 44.6314
C 7.7475 -5.0043 39.1977
C 7.3914 -3.5936 39.3968
C 7.8746 -3.3117 40.7833
O 8.7537 -4.3866 41.0574
C 9.0593 -5.1348 39.9027
H 7.9592 -5.2650 38.1608
H 7.0103 -5.7244 39.5530
H 6.3335 -3.3681 39.2625
H 7.8929 -2.9969 38.6348
H 7.0328 -3.2311 41.4711
H 8.4462 -2.3903 40.6715
H 9.2098 -6.2004 40.0758
H 9.9031 -4.7142 39.3556
C 11.7624 -0.5201 39.4556
C 10.5676 -1.1182 38.6824
C 9.3781 -0.3400 39.1462
O 9.7313 0.0459 40.4739
C 11.0967 0.3754 40.4535
H 12.4800 -0.0172 38.8074
H 12.2883 -1.3419 39.9416
H 10.4664 -2.1613 38.9820
H 10.6752 -1.0742 37.5986
H 8.4603 -0.9225 39.2275
H 9.1675 0.5127 38.5007
H 11.4655 0.3193 41.4777
H 11.1491 1.4185 40.1415
C 8.7918 -5.7661 45.5068
C 9.4915 -5.3153 44.2594
C 10.3829 -6.5356 44.0078
O 10.8761 -6.7503 45.3385
C 9.8194 -6.6305 46.2886
H 7.8934 -6.3248 45.2447
H 8.5164 -4.8913 46.0959
H 10.1326 -4.4465 44.4088
H 8.8272 -5.1566 43.4099
H 11.1832 -6.4432 43.2736
H 9.8009 -7.3951 43.6752
H 10.2436 -6.1857 47.1888
H 9.3614 -7.5838 46.5524
C 6.6997 -8.8815 35.9463
C 6.6908 -10.3680 35.7782
C 6.7568 -10.9074 37.2278
O 7.6454 -9.9721 37.8707
C 7.4002 -8.6901 37.3144
H 5.7024 -8.4460 35.8853
H 7.2939 -8.3833 35.1802
H 7.5358 -10.6861 35.1676
H 5.8171 -10.7402 35.2432
H 7.2057 -11.8963 37.3205
H 5.7711 -10.9071 37.6931
H 8.2983 -8.0799 37.4104
H 6.6949 -8.2610 38.0261
C 5.5451 -2.9591 34.4822
C 5.4945 -4.4949 34.6330
C 6.4446 -4.9462 35.7500
O 7.1664 -3.7577 35.9497
C 6.3880 -2.5848 35.7096
H 4.6320 -2.3640 34.4954
H 6.0694 -2.6852 33.5667
H 5.6985 -5.0498 33.7173
H 4.5181 -4.8141 34.9975
H 7.1531 -5.7208 35.4565
H 5.8904 -5.2753 36.6289
H 7.0347 -1.7135 35.6061
H 5.8025 -2.3512 36.5988
C 12.0401 -6.0501 37.1820
C 11.1135 -5.0530 36.5879
C 10.4258 -5.8522 35.4947
O 10.5014 -7.1945 35.8879
C 11.1663 -7.2989 37.1508
H 12.1990 -5.7741 38.2245
H 12.9441 -6.2328 36.6011
H 11.6485 -4.1788 36.2168
H 10.4052 -4.7821 37.3709
H 10.9396 -5.6569 34.5535
H 9.4255 -5.4685 35.2941
H 11.7475 -8.2194 37.2058
H 10.3982 -7.2503 37.9226
C 9.7080 -10.6949 40.4584
C 10.9370 -10.0193 39.9993
C 10.9657 -8.7492 40.7891
O 9.7194 -8.6373 41.4036
C 8.7767 -9.5967 40.9538
H 9.8767 -11.3831 41.2866
H 9.1612 -11.3174 39.7501
H 10.7952 -9.7734 38.9470
H 11.7486 -10.7368 40.1207
H 11.1874 -7.9187 40.1187
H 11.6979 -8.7005 41.5951
H 8.3043 -9.0855 40.1150
H 8.0512 -9.8733 41.7189
```

Mulliken atomic charge list, values in e, 2 entries: atom 1 (C): -0.97, atom 2 (O): 0.12

Record 2
This record from OMol25 describes a cluster of 10 separate species, C48H108O28P4S6 in total in a non-equilibrium geometry. The level of theory is ωB97M-V with the def2-TZVPD basis set.

Calculated values
- HOMO-LUMO gap (eV) = 10.39
- relative energy (zero: lowest compared OMol25 entry of this formula, charge and spin) (kJ/mol) = 0.0
- SMILES = CCOP(=O)(OCC)OCC.CCOP(=O)(OCC)OCC.CCOP(=O)(OCC)OCC.CCOP(=O)(OCC)OCC.O=S1(=O)CCCC1.O=S1(=O)CCCC1.O=S1(=O)CCCC1.O=S1(=O)CCCC1.O=S1(=O)CCCC1.O=S1(=O)CCCC1
- highest occupied orbital energy (eV) = -10.04
- electronic energy (hartree) = -7755.3923
- F_max (hartree/bohr) = 0.0397
- LUMO energy (eV) = 0.346
- net charge = 0
- molecular weight (g mol⁻¹) = 1449.66

XYZ file:
```
194
C48H108O28P4S6 (ωB97M-V with the def2-TZVPD basis set)
C 6.3905 -5.9796 -0.9476
C 6.7804 -4.6385 -1.5131
O 7.2773 -3.8134 -0.4537
P 7.3541 -2.2336 -0.6278
O 8.0624 -1.5993 0.4768
O 7.9529 -1.9935 -2.0764
C 9.3865 -2.0004 -2.1831
C 9.9566 -0.5950 -2.2146
O 5.8648 -1.7789 -0.8787
C 4.8464 -2.2634 -0.0026
C 3.7298 -1.2823 0.2077
H 7.2562 -6.5102 -0.5447
H 5.6851 -5.8444 -0.1289
H 5.9806 -6.6005 -1.7437
H 7.5037 -4.6969 -2.3294
H 5.8934 -4.1833 -1.9712
H 9.8706 -2.5533 -1.3770
H 9.5945 -2.4915 -3.1345
H 9.9464 -0.1579 -1.2152
H 10.9722 -0.6127 -2.6070
H 9.3433 0.0640 -2.8325
H 4.4639 -3.2344 -0.3387
H 5.2462 -2.5420 0.9810
H 4.1772 -0.3459 0.5441
H 3.1896 -1.1635 -0.7310
H 3.1106 -1.6236 1.0332
C -1.0574 3.7510 3.5122
C 0.3514 3.8557 4.0656
O 0.5491 2.7799 5.0040
P 2.0172 2.4723 5.4959
O 3.0186 2.1971 4.4865
O 2.3053 3.7203 6.4315
C 3.6270 3.9260 6.9721
C 4.2189 2.7507 7.7088
O 1.7975 1.2300 6.4586
C 0.8417 1.2656 7.5202
C -0.4902 0.7096 7.1119
H -1.1398 2.9113 2.8222
H -1.7737 3.5673 4.3133
H -1.3527 4.6883 3.0392
H 1.0905 3.8415 3.2640
H 0.4409 4.7872 4.6293
H 4.2763 4.2646 6.1621
H 3.5264 4.7733 7.6511
H 3.6535 2.5221 8.6125
H 4.3088 1.8590 7.0920
H 5.2298 3.0332 8.0117
H 1.2508 0.6390 8.3181
H 0.7293 2.2452 7.9937
H -1.0650 1.3594 6.4482
H -0.4161 -0.2459 6.5905
H -1.1397 0.6019 7.9865
C -10.1526 -3.1551 0.0694
C -10.2894 -1.7027 -0.3423
O -10.0109 -0.7857 0.7181
P -8.5842 -0.5931 1.3582
O -8.3665 0.6851 2.0172
O -8.4593 -1.8156 2.3804
C -9.1128 -1.7425 3.6469
C -8.9071 -3.0000 4.4519
O -7.6080 -1.0442 0.2222
C -6.3263 -0.4647 -0.0315
C -6.4470 0.7051 -0.9891
H -9.1464 -3.4260 0.3841
H -10.7841 -3.3042 0.9501
H -10.4664 -3.7899 -0.7568
H -9.6463 -1.5203 -1.2060
H -11.3177 -1.5118 -0.6393
H -8.7250 -0.8746 4.1873
H -10.1857 -1.5629 3.5178
H -9.2068 -3.9167 3.9428
H -7.8658 -3.1352 4.7475
H -9.5166 -2.9015 5.3521
H -5.7441 -0.1945 0.8495
H -5.7186 -1.2399 -0.5009
H -7.2352 0.5519 -1.7347
H -6.7264 1.6320 -0.4879
H -5.5520 0.8149 -1.6030
C 6.0501 1.0990 -6.7324
C 4.6761 1.7234 -6.7107
O 3.7553 0.6786 -7.1134
P 2.2268 0.7156 -6.7063
O 1.2988 0.5605 -7.8200
O 2.0800 2.0885 -5.9095
C 0.8251 2.7848 -5.8984
C 0.9218 3.9693 -4.9542
O 2.1649 -0.3443 -5.5360
C 1.0094 -1.2172 -5.3501
C 0.8642 -1.5072 -3.8726
H 6.7956 1.8034 -6.3602
H 6.0308 0.2243 -6.0805
H 6.3303 0.7790 -7.7337
H 4.4493 2.1089 -5.7205
H 4.5577 2.5206 -7.4438
H 0.5486 3.1151 -6.8983
H 0.0592 2.1000 -5.5219
H 1.8218 4.5494 -5.1566
H 0.0046 4.5417 -5.0978
H 0.9025 3.6423 -3.9152
H 0.0937 -0.7511 -5.6940
H 1.3136 -2.1308 -5.8582
H 1.7239 -1.9451 -3.3669
H 0.6887 -0.5356 -3.3916
H -0.0356 -2.0887 -3.6763
O -1.3681 5.3222 -3.0493
S -1.5861 5.3828 -1.6227
O -2.9029 5.6627 -1.1233
C -0.8830 3.8807 -0.8678
C 0.4359 4.2896 -0.2597
C 0.8746 5.6520 -0.8091
C -0.3928 6.4977 -0.8952
H -0.7780 3.1869 -1.7023
H -1.6744 3.5295 -0.2073
H 0.4114 4.3424 0.8315
H 1.1874 3.5251 -0.4637
H 1.2355 5.5898 -1.8428
H 1.6635 6.0694 -0.1885
H -0.3380 7.4231 -1.4581
H -0.7498 6.6513 0.1276
O 1.8726 -5.9415 -1.2914
S 1.5702 -5.6222 0.0748
O 1.9965 -4.3440 0.5755
C -0.1462 -5.9980 0.4989
C -0.0641 -7.0800 1.5685
C 1.1961 -7.9170 1.3079
C 2.3037 -6.8982 1.1038
H -0.6113 -6.3057 -0.4373
H -0.5987 -5.0614 0.8253
H 0.0456 -6.5693 2.5277
H -0.9844 -7.6605 1.5575
H 1.0420 -8.5991 0.4673
H 1.3711 -8.5809 2.1557
H 3.2058 -7.2554 0.6166
H 2.5026 -6.4866 2.0935
O 3.3820 1.8335 -0.5963
S 3.1655 1.9623 -2.0209
O 1.8457 1.7930 -2.5587
C 3.9319 3.5428 -2.4788
C 5.2770 3.2552 -3.1386
C 5.6495 1.7791 -2.9226
C 4.3691 0.9643 -2.8847
H 3.8942 4.1819 -1.5997
H 3.1835 3.9605 -3.1592
H 5.2088 3.5121 -4.1955
H 6.0424 3.9007 -2.7105
H 6.1856 1.6741 -1.9778
H 6.2729 1.3611 -3.7121
H 4.3892 -0.0399 -2.4669
H 3.9552 0.8640 -3.8954
O -2.7934 0.9835 4.3792
S -4.0433 0.7069 5.0416
O -4.7484 1.6905 5.8114
C -5.1877 -0.0207 3.8504
C -5.4545 -1.4236 4.3550
C -4.1548 -1.8968 5.0086
C -3.8493 -0.8084 6.0158
H -4.7212 -0.0212 2.8654
H -6.0494 0.6428 3.7736
H -6.2564 -1.4104 5.0986
H -5.7791 -2.0977 3.5616
H -3.3314 -1.9335 4.2913
H -4.3040 -2.8869 5.4376
H -2.8817 -0.8117 6.5144
H -4.5911 -0.7447 6.8154
O -3.5809 -1.1440 -2.6875
S -3.1134 -0.2973 -3.7528
O -2.0762 -0.6666 -4.6683
C -4.5378 0.3608 -4.6324
C -4.2992 1.8543 -4.8185
C -3.5699 2.3716 -3.5542
C -2.6141 1.2932 -3.0356
H -5.3753 0.1776 -3.9600
H -4.7002 -0.1239 -5.5924
H -3.6696 2.0753 -5.6788
H -5.2694 2.3404 -4.8935
H -4.3200 2.6178 -2.8010
H -3.0275 3.2885 -3.7809
H -2.6338 1.2177 -1.9496
H -1.5894 1.4654 -3.3669
O -1.1775 -2.6429 2.1482
S -1.5757 -1.4345 1.4567
O -2.9916 -1.1379 1.4384
C -0.6480 -0.0203 2.1453
C 0.5405 0.2132 1.1990
C -0.0224 -0.0658 -0.1750
C -0.7756 -1.3758 -0.1549
H -0.4144 -0.2365 3.1835
H -1.3356 0.8213 2.0674
H 0.7822 1.2682 1.3380
H 1.3954 -0.3859 1.4948
H 0.7539 -0.0587 -0.9476
H -0.6685 0.7197 -0.5857
H -0.1042 -2.2362 -0.1806
H -1.5148 -1.4801 -0.9493
```

Mulliken atomic charge list, values in e, 2 entries: atom 1 (C): -1.26, atom 2 (C): 0.10

Which of these has the lowest molecular weight? C48H108O25P4